A structure of composition C4H3FeLi2O2 at a distorted geometry, computed with the ωB97M-V functional and the def2-TZVPD basis.

The geometry in XYZ format:
```
12
Properties=species:S:1:pos:R:3:lowdin_charge:R:1
Fe 0.9342 0.6229 0.3984 0.729
O 1.3832 2.3940 1.2348 -0.327
O -0.5266 -0.4953 0.8054 -0.270
C -1.0485 2.3866 0.9073 -0.211
C -1.2398 1.4697 2.0745 -0.077
C -0.9895 0.1494 1.9493 -0.302
C 0.2686 2.7129 0.5883 -0.512
Li 2.2621 2.2336 -1.0012 0.742
Li 0.3281 2.5569 3.0365 0.794
H -0.3701 3.0574 -0.4523 0.198
H -1.1248 -0.5479 2.7888 0.118
H -1.7662 3.2136 0.8358 0.119
```

Properties
Charge: +1
HOMO (alpha / beta): -11.906 / -11.252 eV
LUMO (alpha / beta): -4.80 / -5.08 eV
Multiplicity: 5
Kohn-Sham gap (alpha / beta): 7.103 / 6.170 eV
⟨S²⟩: 6.460

A structure of composition C4H3HgLiO at a distorted geometry, computed with the ωB97M-V functional and the def2-TZVPD basis.

The geometry in XYZ format:
```
10
Properties=species:S:1:pos:R:3:lowdin_charge:R:1
Hg -0.8539 1.5398 0.3591 0.760
O 1.0371 1.5961 0.3567 -0.563
C 1.2707 0.2098 0.3519 -0.552
C -0.0268 -0.5954 0.2933 -0.406
C -1.0952 -0.3745 -1.2501 -0.494
C -2.1263 0.2505 -1.6186 -0.360
Li -2.1430 -0.7917 0.3583 0.441
H 1.8494 -0.1088 1.2481 0.089
H 1.9217 -0.0510 -0.5173 0.088
H 0.1663 -1.6748 0.4185 -0.003
```

Properties
Charge: -1
HOMO (alpha / beta): -2.319 / -3.371 eV
LUMO (alpha / beta): 2.47 / 2.36 eV
Multiplicity: 2
Kohn-Sham gap (alpha / beta): 4.784 / 5.735 eV
⟨S²⟩: 0.756

Number 1: energy -1583.02788 Eh. Number 2: energy -390.17806 Eh.